This record from the OMol25 dataset describes 2 unconnected molecules or ions with the total composition C4H7O3. The level of theory is the ωB97M-V functional and the def2-TZVPD basis.

Geometry as XYZ:
```
14
Properties=species:S:1:pos:R:3:lowdin_charge:R:1
O -1.277 1.694 0.078 -0.133
C -2.229 0.995 0.522 -0.631
O -2.239 -0.200 0.831 -0.102
H -3.179 1.561 0.659 0.087
C 1.788 0.058 -0.392 -0.328
O 0.969 0.906 -1.143 -0.122
C 1.075 -1.126 0.186 -0.154
C 1.514 -2.381 0.078 -0.029
H 2.246 0.596 0.471 0.110
H 2.630 -0.235 -1.030 0.102
H 0.126 1.218 -0.657 0.044
H 0.086 -0.900 0.582 0.083
H 0.939 -3.212 0.467 0.035
H 2.489 -2.563 -0.367 0.038
```

Calculated values
Relative energy (zero: lowest compared OMol25 entry of this formula, charge and spin) = 0.984 eV
2S+1 = 1
Frontier orbital gap = 8.727 eV
Total charge = -1